2 unconnected molecules or ions with the total composition C4H12N2O, computed with ωB97M-V with the def2-TZVPD basis set.

Properties
- Energy above the lowest of the compared OMol25 structures with the same formula, charge and spin: 1.7721 eV
- Kohn-Sham gap: 9.2 eV
- LUMO: 0.952 eV
- E: -344.3199 hartree
- HOMO energy: -8.23 eV

Geometry (Å):
H  -2.915  -1.032  -0.986
H  -0.588  1.385  -2.294
N  -2.813  -0.116  -0.554
C  1.181  -0.819  1.546
C  -0.444  -0.533  -0.320
H  0.103  2.669  -2.883
H  0.828  -0.157  2.330
H  3.029  -1.548  1.006
O  -0.180  2.239  -2.069
H  -1.303  1.259  0.152
H  0.570  -1.717  1.669
H  -3.523  0.054  0.139
H  3.080  -0.400  2.184
H  1.706  -0.348  -0.620
H  -0.614  -1.563  -0.626
H  0.932  0.890  0.261
C  -1.522  0.242  -0.176
C  0.956  -0.209  0.160
N  2.581  -1.217  1.862

---

2 unconnected molecules or ions with the total composition C6H14N2O2, computed with ωB97M-V with the def2-TZVPD basis set.

Properties
- Energy above the lowest of the compared OMol25 structures with the same formula, charge and spin: 0.6643 eV
- Kohn-Sham gap: 10.2 eV
- LUMO: 0.831 eV
- E: -497.0331 hartree
- HOMO energy: -9.34 eV

Geometry (Å):
H  -1.261  -2.901  -1.629
C  -1.138  -1.188  -0.319
C  1.863  1.127  -1.760
H  0.393  2.122  1.892
O  -1.982  -0.345  -0.096
H  -1.029  -2.592  2.422
N  0.310  2.011  -0.128
H  -1.489  -0.910  2.197
O  1.900  0.555  0.568
H  -0.230  2.291  -0.933
H  0.091  -1.250  2.676
C  -0.695  -1.632  2.033
H  0.352  -2.374  0.318
H  -1.036  1.254  1.426
H  1.093  1.135  -2.534
N  -0.317  -1.704  0.651
H  -0.883  3.050  1.232
H  0.072  -1.833  -1.979
C  -0.395  2.077  1.131
C  -0.968  -1.853  -1.663
H  -1.554  -1.358  -2.436
H  2.515  0.256  -1.852
C  1.335  1.134  -0.338
H  2.515  1.993  -1.912

---

A molecular structure, C10H12CrF6N6O6S2, computed with ωB97M-V with the def2-TZVPD basis set.

Properties
- <S²>: 6.048
- Energy above the lowest of the compared OMol25 structures with the same formula, charge and spin: 0.1636 eV
- Spin multiplicity: 5
- Kohn-Sham gap (alpha / beta): 7.1 / 7.4 eV
- LUMO (alpha / beta): -0.408 / -0.387 eV
- E: -3608.1582 hartree
- HOMO energy (alpha / beta): -7.54 / -7.83 eV

Geometry (Å):
C  -0.259  -2.249  -0.064
F  -2.143  5.369  -0.932
C  2.578  -2.309  -2.477
O  -0.647  2.839  -0.600
H  1.595  1.498  -1.484
F  -2.750  3.923  -2.427
F  -4.075  4.403  -0.784
H  2.282  1.408  0.158
N  -1.142  -0.602  -1.517
H  -0.676  -2.550  -2.002
N  0.152  -3.498  0.089
C  -2.811  4.245  -1.139
O  -1.427  3.901  3.539
F  -2.214  0.522  2.139
H  -0.783  -0.374  -2.434
C  3.180  -3.076  -1.488
N  -2.313  3.375  1.269
H  0.439  -3.758  1.023
C  2.132  -1.021  -2.197
F  -3.543  1.760  3.344
H  -0.150  -4.203  -0.561
N  0.376  -1.512  2.071
C  1.700  0.867  -0.597
C  2.883  -1.250  0.061
C  -2.275  1.474  3.107
H  3.014  -0.838  1.058
O  -2.796  1.690  -0.542
Cr  -0.186  0.805  0.293
H  1.687  -0.422  -2.988
H  3.815  -3.112  0.562
H  2.472  -2.708  -3.480
H  3.544  -4.071  -1.710
C  2.268  -0.456  -0.921
O  0.491  -2.659  2.487
C  3.334  -2.531  -0.217
O  0.637  -0.530  2.716
O  -0.110  2.418  2.040
F  -1.708  0.991  4.196
H  -2.132  -0.386  -1.464
N  -0.108  -1.245  0.799
N  -0.901  -1.953  -1.220
S  -1.383  2.953  2.483
S  -2.049  2.878  -0.188

---

C19H19N3O4S in the gas phase, computed with ωB97M-V with the def2-TZVPD basis set.

Properties
- Energy above the lowest of the compared OMol25 structures with the same formula, charge and spin: 2.9775 eV
- Kohn-Sham gap: 8.2 eV
- LUMO: 0.324 eV
- E: -1598.7951 hartree
- HOMO energy: -7.86 eV

Geometry (Å):
H  -2.115  -3.377  2.584
C  -3.023  0.704  1.114
H  1.466  4.169  0.460
N  -0.297  3.169  0.891
O  2.957  1.672  0.083
C  1.685  -2.918  0.562
C  -2.492  1.036  -1.199
H  5.030  -1.184  -1.718
H  -5.347  -1.561  -1.769
C  -1.503  1.934  -0.834
H  -3.633  0.221  1.862
C  1.003  3.194  0.265
O  -0.403  -3.155  1.574
N  2.787  0.610  2.003
C  0.373  -2.455  0.724
H  -4.883  0.053  -2.360
C  -1.709  -2.691  1.843
H  5.022  0.588  -1.853
C  4.543  -0.269  -1.380
H  -1.048  -0.953  0.101
C  -0.046  -1.334  0.007
O  2.684  0.430  -2.663
C  3.065  -0.281  -1.759
H  -2.337  -2.711  0.948
H  1.986  -3.799  1.105
C  -2.029  1.588  1.471
H  -0.942  2.424  -1.616
H  0.917  3.075  -0.817
C  1.897  2.123  0.795
C  -1.242  2.215  0.503
O  -4.238  -0.521  -0.473
C  2.164  -1.111  -0.950
C  3.459  0.716  0.903
H  3.577  -2.627  -0.350
H  -2.652  0.843  -2.248
C  2.571  -2.251  -0.249
H  0.518  0.180  -1.384
C  -3.258  0.404  -0.228
H  -1.851  1.801  2.515
H  -0.207  3.206  1.900
S  4.839  -0.207  0.429
H  -1.693  -1.677  2.251
C  -4.541  -0.830  -1.811
C  0.839  -0.690  -0.829
H  -3.682  -1.269  -2.329
N  1.789  1.514  1.928

---

A molecular structure, C46H70N6O6PSi3Sn, computed with ωB97M-V with the def2-TZVPD basis set.

Properties
- Charge: +1
- Kohn-Sham gap: 7.0 eV
- LUMO: -2.928 eV
- E: -3998.6931 hartree
- HOMO energy: -9.88 eV

Geometry (Å):
H  1.660  -4.259  -3.528
C  1.430  -0.314  2.386
C  0.412  2.424  6.115
H  1.784  4.924  -1.912
H  5.924  -0.264  -6.127
H  -2.613  -0.193  2.318
O  5.319  -1.084  -8.303
C  3.710  -1.421  -0.805
H  0.117  4.450  -2.245
C  -0.541  1.040  3.631
Si  -2.786  -2.024  0.661
H  -0.339  -4.179  2.384
H  -0.564  0.324  7.643
H  2.009  -0.621  6.493
C  2.243  -0.092  -4.912
C  -5.283  2.528  1.679
C  -2.925  1.653  1.930
C  0.572  0.911  5.897
C  0.477  -5.628  -0.291
H  -7.269  3.093  1.084
H  1.518  4.126  -4.282
H  2.746  0.942  6.077
H  -6.759  1.913  3.132
C  3.857  -0.642  -6.585
H  -3.037  1.776  2.998
H  -0.550  2.790  5.756
C  4.571  0.292  -4.546
C  3.216  2.372  1.145
H  -5.900  4.297  2.763
H  2.398  -0.480  4.277
C  0.804  -0.093  -4.441
H  3.042  0.761  -3.122
Si  0.581  -3.793  0.090
H  -6.022  0.564  2.259
H  0.962  2.556  -3.696
O  3.263  -1.678  -8.549
H  2.532  2.596  1.968
C  0.146  3.801  0.520
N  2.506  -1.915  -0.512
H  -6.588  1.813  0.085
N  4.172  -1.178  -7.925
H  1.122  -3.134  -4.781
H  0.478  2.648  7.180
H  3.154  1.303  0.939
H  -4.124  -0.058  -0.123
C  2.348  -3.231  -0.351
C  -1.496  -1.603  -3.233
C  -1.455  -4.674  -3.231
O  0.625  0.059  -3.165
O  6.771  0.348  -3.885
C  -5.824  1.534  2.719
H  1.926  -2.518  -3.334
C  -1.740  1.160  1.412
H  1.748  -0.942  -6.821
H  -6.052  3.495  -0.122
H  2.199  -0.859  1.849
C  -0.589  0.767  2.275
H  -3.468  -4.279  -0.099
H  4.229  2.587  1.484
H  -5.129  1.387  3.546
C  -3.191  -3.839  0.862
C  4.830  -2.221  -0.969
Sn  0.510  -0.147  -0.955
C  2.885  3.185  -0.103
C  1.139  4.076  -2.149
H  -2.341  -4.405  1.249
H  -4.569  4.585  1.637
C  -3.988  1.986  1.091
H  3.784  -0.340  -0.897
H  -4.027  -3.977  1.551
H  -4.832  -1.568  -0.730
C  3.428  -4.098  -0.486
H  -2.946  -0.853  -1.857
C  0.588  5.213  0.893
N  5.645  0.721  -3.644
H  -0.524  -0.910  6.376
C  -4.339  -1.102  0.126
C  -0.593  0.163  6.564
O  5.331  1.411  -2.689
H  3.019  4.253  0.082
C  1.883  0.462  6.543
C  -6.354  2.742  0.609
H  3.283  -5.163  -0.354
H  -2.394  1.166  -1.781
C  -2.575  1.312  -0.720
H  -1.242  -1.283  2.533
C  -1.568  -1.966  -0.811
H  -4.559  2.041  -0.993
N  0.402  0.112  1.657
C  4.900  -0.212  -5.788
C  -2.306  -1.242  2.301
O  -0.080  -0.254  -5.258
H  -4.268  3.764  3.174
N  -1.575  0.991  0.094
H  5.524  -4.258  -0.939
H  5.788  -1.783  -1.209
H  1.540  5.212  1.425
H  1.052  -6.226  0.419
N  -2.030  -1.265  -1.903
H  0.690  5.851  0.015
H  -2.314  -1.793  -3.929
H  2.624  3.084  -3.394
P  1.175  2.907  -0.726
H  1.203  2.974  5.602
C  4.680  -3.594  -0.808
H  3.562  2.908  -0.915
H  0.263  -2.525  2.218
C  1.537  -0.098  3.749
H  -2.836  -1.754  3.108
H  0.102  3.176  1.413
C  1.227  -3.270  -3.702
H  1.396  -3.862  2.417
C  -0.489  -2.793  -1.020
H  -0.903  -0.778  -3.642
C  1.586  3.418  -3.457
H  -0.563  -5.957  -0.228
H  -5.057  -1.097  0.949
Si  -0.438  -3.138  -2.873
C  0.453  -3.565  1.952
H  1.876  0.744  7.595
H  -0.153  5.672  1.549
C  -4.981  3.875  2.355
C  0.538  0.613  4.405
H  0.837  -5.862  -1.295
H  -1.559  0.513  6.196
H  -1.043  -5.548  -2.726
C  -3.788  1.808  -0.274
C  2.539  -0.592  -6.172
H  -0.866  3.819  0.105
H  -2.483  -4.546  -2.887
H  -1.348  1.582  4.102
C  3.265  0.361  -4.099
H  -1.482  -4.893  -4.302

---

A molecular structure, C19H27NOOs, computed with ωB97M-V with the def2-TZVPD basis set.

Properties
- <S²>: 6.065
- Spin multiplicity: 5
- Kohn-Sham gap (alpha / beta): 6.4 / 4.8 eV
- LUMO (alpha / beta): 0.483 / -1.758 eV
- E: -960.5518 hartree
- HOMO energy (alpha / beta): -5.90 / -6.53 eV

Geometry (Å):
C  -1.487  1.724  -3.339
C  -0.176  -1.327  1.925
H  -0.612  -2.498  -2.431
N  -1.996  0.266  -1.010
C  0.750  1.631  -2.721
H  1.187  -4.425  1.186
H  -1.267  0.290  -5.071
H  2.503  2.404  1.641
H  -0.892  -0.025  4.987
C  1.079  -3.490  1.744
H  0.112  -2.442  0.142
O  0.813  -0.165  0.109
H  2.071  1.503  0.170
H  1.451  -1.330  -1.573
C  -0.530  2.175  -2.366
H  -1.308  -4.388  0.718
C  0.050  1.145  1.933
H  -2.544  1.940  -3.355
C  0.102  3.699  1.958
C  -0.616  -0.050  3.934
H  0.299  4.571  1.324
H  -2.794  -0.384  -0.836
H  -0.458  2.098  3.779
H  -0.305  -1.936  -4.162
H  1.689  1.806  -2.196
H  2.107  3.293  0.148
C  -0.820  0.866  -4.265
Os  -0.592  -0.005  -2.370
H  1.943  -1.042  -3.283
C  0.241  -0.121  1.251
C  -0.085  -1.814  -3.100
H  -1.641  -3.701  2.324
H  -0.711  2.846  -1.535
H  -0.746  -2.207  3.787
C  0.567  0.887  -3.932
H  -2.222  -2.873  0.860
H  -0.943  3.738  2.278
H  1.333  0.408  -4.542
H  0.921  -3.729  2.803
C  -0.533  -1.271  3.260
C  -0.357  1.145  3.254
H  2.010  -2.921  1.654
C  1.094  -1.185  -2.596
C  -0.088  -2.666  1.198
H  0.751  3.768  2.839
C  -1.395  -3.454  1.284
C  0.400  2.420  1.178
C  1.865  2.409  0.748
H  -0.222  2.419  0.267

---

Look up the E of the third one. -3608.1582 hartree

---

Which of these has the lowest E? C46H70N6O6PSi3Sn

---

What did the sixth record say?
A molecular structure, C19H27NOOs, computed with ωB97M-V with the def2-TZVPD basis set.

Properties
- <S²>: 6.065
- Spin multiplicity: 5
- Kohn-Sham gap (alpha / beta): 6.4 / 4.8 eV
- LUMO (alpha / beta): 0.483 / -1.758 eV
- E: -960.5518 hartree
- HOMO energy (alpha / beta): -5.90 / -6.53 eV

Geometry (Å):
C  -1.487  1.724  -3.339
C  -0.176  -1.327  1.925
H  -0.612  -2.498  -2.431
N  -1.996  0.266  -1.010
C  0.750  1.631  -2.721
H  1.187  -4.425  1.186
H  -1.267  0.290  -5.071
H  2.503  2.404  1.641
H  -0.892  -0.025  4.987
C  1.079  -3.490  1.744
H  0.112  -2.442  0.142
O  0.813  -0.165  0.109
H  2.071  1.503  0.170
H  1.451  -1.330  -1.573
C  -0.530  2.175  -2.366
H  -1.308  -4.388  0.718
C  0.050  1.145  1.933
H  -2.544  1.940  -3.355
C  0.102  3.699  1.958
C  -0.616  -0.050  3.934
H  0.299  4.571  1.324
H  -2.794  -0.384  -0.836
H  -0.458  2.098  3.779
H  -0.305  -1.936  -4.162
H  1.689  1.806  -2.196
H  2.107  3.293  0.148
C  -0.820  0.866  -4.265
Os  -0.592  -0.005  -2.370
H  1.943  -1.042  -3.283
C  0.241  -0.121  1.251
C  -0.085  -1.814  -3.100
H  -1.641  -3.701  2.324
H  -0.711  2.846  -1.535
H  -0.746  -2.207  3.787
C  0.567  0.887  -3.932
H  -2.222  -2.873  0.860
H  -0.943  3.738  2.278
H  1.333  0.408  -4.542
H  0.921  -3.729  2.803
C  -0.533  -1.271  3.260
C  -0.357  1.145  3.254
H  2.010  -2.921  1.654
C  1.094  -1.185  -2.596
C  -0.088  -2.666  1.198
H  0.751  3.768  2.839
C  -1.395  -3.454  1.284
C  0.400  2.420  1.178
C  1.865  2.409  0.748
H  -0.222  2.419  0.267

---

Please write out number 3 again, unchanged.
A molecular structure, C10H12CrF6N6O6S2, computed with ωB97M-V with the def2-TZVPD basis set.

Properties
- <S²>: 6.048
- Energy above the lowest of the compared OMol25 structures with the same formula, charge and spin: 0.1636 eV
- Spin multiplicity: 5
- Kohn-Sham gap (alpha / beta): 7.1 / 7.4 eV
- LUMO (alpha / beta): -0.408 / -0.387 eV
- E: -3608.1582 hartree
- HOMO energy (alpha / beta): -7.54 / -7.83 eV

Geometry (Å):
C  -0.259  -2.249  -0.064
F  -2.143  5.369  -0.932
C  2.578  -2.309  -2.477
O  -0.647  2.839  -0.600
H  1.595  1.498  -1.484
F  -2.750  3.923  -2.427
F  -4.075  4.403  -0.784
H  2.282  1.408  0.158
N  -1.142  -0.602  -1.517
H  -0.676  -2.550  -2.002
N  0.152  -3.498  0.089
C  -2.811  4.245  -1.139
O  -1.427  3.901  3.539
F  -2.214  0.522  2.139
H  -0.783  -0.374  -2.434
C  3.180  -3.076  -1.488
N  -2.313  3.375  1.269
H  0.439  -3.758  1.023
C  2.132  -1.021  -2.197
F  -3.543  1.760  3.344
H  -0.150  -4.203  -0.561
N  0.376  -1.512  2.071
C  1.700  0.867  -0.597
C  2.883  -1.250  0.061
C  -2.275  1.474  3.107
H  3.014  -0.838  1.058
O  -2.796  1.690  -0.542
Cr  -0.186  0.805  0.293
H  1.687  -0.422  -2.988
H  3.815  -3.112  0.562
H  2.472  -2.708  -3.480
H  3.544  -4.071  -1.710
C  2.268  -0.456  -0.921
O  0.491  -2.659  2.487
C  3.334  -2.531  -0.217
O  0.637  -0.530  2.716
O  -0.110  2.418  2.040
F  -1.708  0.991  4.196
H  -2.132  -0.386  -1.464
N  -0.108  -1.245  0.799
N  -0.901  -1.953  -1.220
S  -1.383  2.953  2.483
S  -2.049  2.878  -0.188